Entry 1:
Computed, not measured: a molecular structure, C26H54As3N5OSSn in a non-equilibrium geometry, with ωB97M-V/def2-TZVPD.

## Properties
HOMO-LUMO gap (alpha / beta): 4.72 / 2.77 eV
highest occupied orbital energy (alpha / beta): -14.9 / -12.9 eV
total charge: +4
LUMO (alpha / beta): -10.151 / -10.152 eV

CARTESIAN COORDINATES (ANGSTROEM)
Sn (-1.72592, -2.65499, 1.19088)
N (-1.05885, -3.07527, -0.99965)
C (-0.26549, -4.34464, -1.07324)
C (0.32466, -4.63694, 0.26704)
N (-0.64394, -4.56048, 1.43715)
C (-1.53322, -5.71785, 1.65875)
C (-2.70644, -5.51616, 0.79962)
N (-3.39620, -4.25929, 1.20549)
H (-1.84879, -3.05694, -1.69005)
H (-0.48882, -2.33436, -1.37207)
H (0.48952, -4.39936, -1.84831)
H (-0.92731, -5.15647, -1.43511)
H (1.10212, -3.90989, 0.54076)
H (0.87094, -5.59537, 0.21901)
H (-0.04063, -4.54111, 2.24681)
H (-1.79717, -5.70946, 2.70304)
H (-1.01171, -6.62921, 1.47685)
H (-3.40828, -6.32228, 0.80939)
H (-2.48919, -5.31634, -0.21322)
H (-3.68819, -4.32852, 2.18342)
H (-4.19881, -4.02917, 0.58878)
C (-2.06569, -1.84267, 6.97427)
As (-0.54433, -1.35853, 5.89248)
C (0.42716, -2.90980, 6.61265)
C (0.11368, 0.25386, 6.85541)
C (1.48911, 0.96361, 6.58821)
C (1.39984, 2.47618, 6.91921)
C (1.90031, 1.10009, 5.11807)
As (2.85621, -0.56474, 4.37320)
C (3.02974, 0.22322, 2.57940)
C (4.74655, -0.26263, 4.80650)
C (2.62785, 0.44897, 7.49142)
As (2.04106, 1.25408, 9.19434)
C (3.07254, 2.61853, 10.22091)
C (1.05502, 0.06328, 10.30989)
H (-1.98139, -1.51496, 8.00466)
H (-2.16444, -2.96151, 7.03396)
H (-3.03303, -1.55821, 6.56768)
H (0.33739, -3.01372, 7.71061)
H (1.44260, -2.99889, 6.36653)
H (-0.05779, -3.74171, 6.14189)
H (-0.00734, 0.07040, 7.94783)
H (-0.64768, 1.01948, 6.57836)
H (0.45786, 2.99844, 6.56769)
H (2.35922, 2.98727, 6.96265)
H (1.00012, 2.41333, 8.37838)
H (2.58613, 1.92278, 4.94342)
H (0.97981, 1.22858, 4.53820)
H (3.33062, 1.29331, 2.60003)
H (2.12758, 0.06678, 1.98858)
H (3.87416, -0.28689, 2.06677)
H (5.02538, 0.64276, 4.32041)
H (5.34979, -1.01811, 4.31044)
H (5.02309, -0.39697, 5.81373)
H (3.61067, 0.77867, 7.18126)
H (2.60958, -0.60859, 7.57214)
H (3.06291, 2.19974, 11.22096)
H (2.45335, 3.50283, 10.13318)
H (4.05294, 2.72999, 9.78380)
H (1.01693, -0.83337, 9.74498)
H (0.02621, 0.36192, 10.54129)
H (1.60261, -0.15903, 11.23093)
C (0.02373, 1.27873, -12.91457)
C (-1.19576, 1.87128, -13.68928)
C (-2.36434, 2.38556, -12.80141)
N (-2.75259, 1.47748, -11.67488)
C (-2.36745, 1.64739, -10.45395)
S (-2.65897, 0.50050, -9.22355)
N (-1.75189, 2.67718, -9.90323)
C (-1.54266, 2.61573, -8.53847)
O (-2.14885, 1.56350, -8.09519)
C (-1.10543, 3.68612, -7.78090)
C (-1.39943, 3.65501, -6.32972)
C (-1.24430, 4.86505, -5.67887)
C (-0.74571, 5.93702, -6.43363)
C (-0.39468, 5.97877, -7.80261)
C (-0.60556, 4.82510, -8.50923)
H (0.93910, 1.86972, -13.10017)
H (0.20318, 0.24378, -13.17630)
H (-0.04892, 1.28420, -11.87873)
H (-1.67184, 1.17102, -14.39994)
H (-0.85101, 2.79519, -14.19295)
H (-3.21649, 2.43074, -13.46347)
H (-2.08731, 3.37992, -12.34997)
H (-3.22342, 0.59798, -11.89106)
H (-1.49459, 3.49605, -10.43476)
H (-1.86344, 2.80953, -5.76932)
H (-1.50943, 5.01279, -4.59879)
H (-0.66899, 6.86513, -5.85604)
H (0.04601, 6.80435, -8.33147)
H (-0.44361, 4.78155, -9.60921)

---

Entry 2:
Computed, not measured: 10 unconnected molecules or ions with the total composition C26H54Cl8O7 in a non-equilibrium geometry, with ωB97M-V/def2-TZVPD.

## Properties
HOMO-LUMO gap: 9.63 eV
highest occupied orbital energy: -9.3 eV
LUMO: 0.348 eV

CARTESIAN COORDINATES (ANGSTROEM)
C (-1.53934, -3.20734, 3.71441)
C (-1.23495, -3.12450, 5.22330)
C (-0.60026, -4.52208, 5.54937)
O (-0.15039, -5.00484, 4.31365)
C (-1.20454, -4.63153, 3.33278)
H (-1.03861, -2.38070, 3.21037)
H (-2.61511, -3.04848, 3.63955)
H (-2.12735, -2.98776, 5.83406)
H (-0.49212, -2.38844, 5.53076)
H (-1.20972, -5.15480, 6.19461)
H (0.22387, -4.34305, 6.23992)
H (-2.01846, -5.33851, 3.49346)
H (-0.92516, -4.83253, 2.29854)
C (6.08530, -0.99762, 0.13052)
C (4.78332, -1.68610, 0.44512)
C (3.74473, -0.53741, 0.46056)
O (4.39057, 0.42226, -0.45598)
C (5.56689, -0.12774, -0.99744)
H (6.96506, -1.59455, -0.10990)
H (6.36073, -0.34710, 0.96062)
H (4.89472, -2.18855, 1.40598)
H (4.39486, -2.52918, -0.12623)
H (3.66031, 0.00777, 1.40063)
H (2.82289, -1.00227, 0.11098)
H (6.17300, 0.77510, -1.07238)
H (5.53167, -0.57009, -1.99304)
C (-1.23111, -0.04493, 0.89257)
C (-1.17607, -1.31505, 0.14540)
C (-0.46678, -0.98784, -1.22549)
O (0.35673, 0.12484, -0.99334)
C (0.17419, 0.50273, 0.36446)
H (-1.46035, -0.24506, 1.93923)
H (-2.03324, 0.58398, 0.50636)
H (-2.08739, -1.86732, -0.08391)
H (-0.67504, -2.09627, 0.71702)
H (-1.13139, -0.55551, -1.97347)
H (0.04803, -1.89730, -1.53526)
H (0.23226, 1.57157, 0.57010)
H (0.96953, 0.13553, 1.01305)
C (-0.43559, 4.01628, -3.59426)
C (-0.93760, 4.18722, -2.20017)
C (0.21011, 4.13904, -1.31805)
O (1.20979, 4.62951, -2.12143)
C (1.07518, 4.17009, -3.41693)
H (-0.80478, 4.83626, -4.21023)
H (-0.68132, 3.01703, -3.95371)
H (-1.74586, 3.53807, -1.86335)
H (-1.37116, 5.18382, -2.11716)
H (0.60251, 3.15699, -1.05403)
H (0.21063, 4.83347, -0.47789)
H (1.64678, 3.24209, -3.43071)
H (1.57529, 4.78797, -4.16273)
C (-3.84837, 0.27562, -4.10609)
C (-4.33378, 0.53644, -2.67638)
C (-4.86975, -0.79919, -2.30383)
O (-4.15333, -1.72567, -3.10906)
C (-3.64289, -1.19732, -4.31309)
H (-2.93446, 0.76111, -4.44840)
H (-4.64545, 0.54117, -4.80053)
H (-4.99776, 1.39381, -2.56611)
H (-3.47746, 0.63888, -2.00982)
H (-5.94684, -0.91234, -2.42703)
H (-4.81478, -1.12698, -1.26574)
H (-4.29585, -1.63467, -5.06839)
H (-2.61758, -1.56574, -4.34614)
C (3.42591, 3.30518, 1.12345)
C (2.63458, 4.62754, 1.57717)
O (2.84989, 5.62684, 0.53877)
O (2.72474, 2.67727, 0.05678)
H (3.39729, 2.58701, 1.94290)
H (4.46199, 3.52912, 0.86953)
H (3.10968, 4.95402, 2.50226)
H (1.59877, 4.48586, 1.88561)
H (2.36968, 5.39590, -0.25977)
H (3.24903, 2.01440, -0.39855)
C (0.30725, -0.91672, -4.79789)
Cl (1.30348, 0.00358, -5.97630)
Cl (0.06661, -2.54451, -5.40856)
H (0.86400, -1.01010, -3.86547)
H (-0.71652, -0.54479, -4.75725)
C (-4.84598, -3.79506, 0.42260)
Cl (-5.43904, -2.66551, 1.68122)
Cl (-4.14645, -5.19529, 1.29576)
H (-5.70616, -4.20841, -0.10402)
H (-4.33643, -3.16283, -0.30454)
C (-1.22617, 3.52240, 2.82467)
Cl (-1.82670, 4.77896, 4.04161)
Cl (0.27632, 2.73100, 3.31788)
H (-1.95977, 2.71810, 2.76959)
H (-1.06402, 4.09444, 1.91111)
C (2.22995, -3.01712, 3.17392)
Cl (1.52226, -1.51961, 3.70821)
Cl (1.54004, -3.46310, 1.61840)
H (3.25688, -2.74187, 2.93363)
H (2.14193, -3.75900, 3.96762)

---

> Which formula does entry 2 have?

C26H54Cl8O7